# 1
{"formula": "C9H14", "method": "wB97M-V/def2-TZVPD", "elements": ["C", "C", "C", "C", "C", "C", "C", "H", "H", "H", "H", "H", "H", "H", "H", "C", "C", "H", "H", "H", "H", "H", "H"], "positions_angstrom": [[-0.93948, -0.10060, 1.49514], [-1.79130, 1.20459, -2.51962], [-0.58513, 1.53423, -1.95942], [-2.71837, 0.49168, -1.74593], [-0.21554, 1.05784, -0.68827], [-2.43468, 0.08611, -0.47057], [-1.17838, 0.44520, 0.09389], [-2.07031, 1.55684, -3.50241], [0.14148, 2.14770, -2.48131], [-3.71767, 0.51628, -2.17090], [0.81365, 1.04932, -0.39179], [-3.15125, -0.28985, 0.24413], [-1.84028, -0.60572, 1.82637], [-0.70108, 0.63654, 2.26002], [-0.16499, -0.85090, 1.43007], [2.86468, -1.32857, 1.71922], [2.20232, -0.86981, 0.43094], [2.11867, -1.55604, 2.47464], [3.44518, -2.25363, 1.61158], [3.70090, -0.71275, 2.05358], [2.91391, -0.95895, -0.39493], [2.02011, 0.18621, 0.52074], [1.28757, -1.38573, 0.16483]], "lowdin_charge": [-0.04, -0.10, -0.09, -0.10, -0.05, -0.05, -0.25, 0.10, 0.10, 0.10, 0.07, 0.10, 0.07, 0.08, 0.04, -0.16, -0.18, 0.06, 0.06, 0.07, 0.08, 0.04, 0.06], "charge": 0, "orbital_gap_ev": 10.0, "relative_energy_kcal_mol": 19.5, "multiplicity": 1, "e_lumo_ha": 0.039}

***

# 2
{"formula": "C3H3NO2", "method": "wB97M-V/def2-TZVPD", "elements": ["O", "C", "C", "O", "C", "N", "H", "H", "H"], "positions_angstrom": [[-0.10802, 1.43331, -0.72049], [0.13602, 0.20328, -0.28143], [-1.04062, -0.59051, 0.09236], [-2.14917, -0.11102, -0.07733], [1.47518, -0.24015, -0.01369], [2.60700, -0.61358, -0.04551], [-1.07171, 1.57445, -0.58423], [1.07362, -0.07084, 1.11256], [-0.87423, -1.60865, 0.47386]], "lowdin_charge": [0.11, -0.28, -0.22, 0.04, -0.31, 0.18, 0.13, 0.22, 0.14], "charge": 0, "orbital_gap_ev": [8.1, 7.5], "relative_energy_kcal_mol": 111.7, "multiplicity": 1, "e_lumo_ha": [-0.045, -0.044]}

***

# 3
{"formula": "C4H11N3O2", "method": "wB97M-V/def2-TZVPD", "elements": ["C", "C", "O", "O", "H", "H", "H", "C", "C", "N", "N", "N", "H", "H", "H", "H", "H", "H", "H", "H"], "positions_angstrom": [[1.43596, 0.79840, 3.28271], [0.55635, 0.62583, 2.06670], [1.38829, 0.81719, 1.02434], [-0.63775, 0.54330, 1.99032], [2.05801, 1.69290, 3.16661], [2.32820, 0.15031, 3.15871], [0.87098, 0.59756, 4.19797], [1.01243, -1.09573, -1.89618], [-1.19603, -0.23826, -1.34249], [-0.02473, -0.55020, -1.01405], [-1.90413, -0.56351, -2.53557], [-2.08423, 0.34203, -0.40279], [1.19379, 0.31425, 0.14525], [1.74187, -0.33394, -2.18928], [0.75993, -1.42186, -2.89370], [-2.33830, -1.46356, -2.61980], [-2.64622, 0.13561, -2.65910], [-1.65596, 0.27723, 0.52928], [-2.36275, 1.28612, -0.61215], [1.50431, -1.91367, -1.39678]], "lowdin_charge": [0.00, -0.56, 0.03, 0.08, 0.09, 0.09, 0.09, -0.12, -0.49, 0.01, 0.09, 0.10, 0.11, 0.08, 0.06, 0.08, 0.08, 0.04, 0.08, 0.07], "charge": 0, "orbital_gap_ev": 10.0, "relative_energy_kcal_mol": 36.1, "multiplicity": 1, "e_lumo_ha": 0.030}

***

# 4
{"formula": "C4H13N3", "method": "wB97M-V/def2-TZVPD", "elements": ["C", "N", "C", "C", "N", "C", "N", "H", "H", "H", "H", "H", "H", "H", "H", "H", "H", "H", "H", "H"], "positions_angstrom": [[-1.00668, -1.23995, -0.75722], [-0.14426, -0.08984, -0.75433], [0.94241, 0.31712, 0.19207], [1.25959, 1.96613, 0.24227], [1.24457, 2.61770, -1.05895], [-0.81743, -2.12663, 0.50897], [-1.56767, -1.47144, 1.58764], [-0.93880, -1.88017, -1.54974], [-2.07565, -0.81035, -0.82504], [0.36421, -0.30536, -1.63588], [1.90809, -0.13816, 0.19118], [0.51163, -0.06435, 1.16868], [0.79279, 2.53014, 1.08131], [2.30703, 2.06441, 0.66911], [1.60488, 2.02897, -1.82968], [0.33513, 3.05810, -1.46745], [0.26360, -2.16374, 0.45219], [-1.14944, -3.14278, 0.37778], [-1.87419, -0.61826, 1.35888], [-1.04513, -1.45345, 2.47156]], "lowdin_charge": [-0.26, -0.09, -0.19, -0.26, -0.07, -0.26, 0.02, 0.07, 0.13, 0.11, 0.07, 0.09, 0.10, 0.10, 0.06, 0.11, 0.09, 0.09, 0.00, 0.08], "charge": 0, "orbital_gap_ev": 9.6, "relative_energy_kcal_mol": 70.1, "multiplicity": 1, "e_lumo_ha": 0.036}

***

# 5
{"formula": "C4H6N3", "method": "wB97M-V/def2-TZVPD", "elements": ["C", "C", "C", "C", "N", "N", "N", "H", "H", "H", "H", "H", "H"], "positions_angstrom": [[2.47992, -0.03001, 0.22936], [-3.30851, 0.13134, -0.18865], [-0.98565, 0.53827, -0.14173], [0.01296, -0.26245, 0.26730], [-2.24876, 0.45774, 0.38344], [1.30259, 0.09021, 0.16767], [3.80084, 0.21793, -0.10050], [-4.11030, 0.15076, 0.51774], [-3.50249, -0.26155, -1.16791], [-0.61136, 1.52290, -0.57630], [-0.02185, -1.25649, 0.58146], [4.54624, -0.14972, 0.43673], [4.11554, 0.42013, -1.04320]], "lowdin_charge": [0.04, 0.05, -0.08, -0.11, 0.04, 0.17, 0.18, 0.09, 0.10, 0.16, 0.12, 0.11, 0.13], "charge": 1, "orbital_gap_ev": [8.1, 8.1], "relative_energy_kcal_mol": 70.9, "multiplicity": 1, "e_lumo_ha": [-0.182, -0.182]}

***

# 6
{"formula": "C5H11NO3S", "method": "wB97M-V/def2-TZVPD", "elements": ["C", "C", "C", "C", "C", "N", "O", "O", "O", "S", "H", "H", "H", "H", "H", "H", "H", "H", "H", "H", "H"], "positions_angstrom": [[-0.10467, 0.52058, -0.67310], [-1.58344, -1.32324, -1.63738], [0.70110, -1.88973, -0.72139], [-0.19748, 1.93708, 1.56155], [-0.57120, -0.91995, -0.57852], [0.36195, 1.16699, -1.66964], [-0.38214, 0.88010, 0.60736], [2.37441, 1.93429, 1.50717], [1.22120, 2.09745, 3.70414], [1.33596, 1.52491, 2.37142], [-1.51263, -1.02124, -2.63526], [-1.71628, -2.31137, -1.66138], [-2.46983, -0.86701, -1.32992], [1.30808, -1.61408, 0.13975], [1.23503, -1.54680, -1.69666], [0.48162, -2.95830, -0.90376], [-0.14970, 3.08895, 1.32905], [-1.09744, 1.80663, 2.11635], [-0.89756, -1.16515, 0.33789], [0.30651, 0.57242, -2.50510], [1.35652, 0.08746, 2.33744]], "lowdin_charge": [-0.41, -0.05, -0.04, -0.22, -0.31, 0.18, -0.12, -0.32, -0.35, 0.67, 0.07, 0.04, 0.07, 0.06, 0.10, 0.08, 0.17, 0.10, 0.09, 0.06, 0.11], "charge": 0, "orbital_gap_ev": 10.8, "relative_energy_kcal_mol": 81.9, "multiplicity": 1, "e_lumo_ha": 0.016}

***

# 7
{"formula": "C3H4LiNaO4", "method": "wB97M-V/def2-TZVPD", "elements": ["O", "C", "C", "O", "O", "C", "H", "H", "H", "H", "O", "Na", "Li"], "positions_angstrom": [[0.59868, -0.36307, -1.09341], [-0.89162, 1.32491, 0.20486], [1.13418, -0.71096, 0.12280], [-0.84065, 2.52325, 0.42284], [-0.59517, 0.55679, 1.27189], [-0.04736, -0.73484, 1.11388], [1.89774, 0.03984, 0.37167], [1.49083, -1.75415, 0.07016], [0.33527, -1.02816, 2.09683], [-0.83057, -1.43501, 0.78865], [-1.18339, 1.08307, -1.21780], [-1.51701, -0.98322, -2.02070], [0.44907, 1.48153, -2.13167]], "lowdin_charge": [-0.21, -0.55, -0.23, 0.11, 0.05, -0.12, 0.14, 0.15, 0.15, 0.13, -0.25, 0.78, 0.84], "charge": 1, "orbital_gap_ev": [9.0, 6.8], "relative_energy_kcal_mol": 0.0, "multiplicity": 2, "e_lumo_ha": [-0.164, -0.233]}

***

# 8
{"formula": "C29H52MnN5P2SSb", "method": "wB97M-V/def2-TZVPD", "elements": ["Mn", "C", "P", "C", "C", "C", "P", "C", "C", "H", "H", "H", "H", "H", "H", "H", "H", "H", "H", "H", "H", "H", "H", "H", "H", "C", "N", "C", "C", "N", "C", "S", "H", "H", "H", "H", "H", "H", "H", "H", "C", "C", "C", "Sb", "C", "C", "C", "C", "C", "C", "H", "H", "H", "H", "H", "H", "H", "H", "H", "H", "H", "H", "H", "H", "H", "H", "H", "H", "H", "H", "H", "N", "C", "C", "C", "C", "C", "C", "C", "N", "C", "C", "N", "C", "H", "H", "H", "H", "H", "H", "H"], "positions_angstrom": [[0.53377, 1.54153, -0.50523], [4.01332, 0.30838, -0.68184], [2.78238, 1.55835, -1.12993], [2.84740, 1.61241, -2.94700], [3.46995, 3.16406, -0.61366], [2.48672, 4.27556, -0.98783], [0.74837, 3.84546, -0.57633], [-0.23707, 4.65316, -1.86099], [0.33608, 4.69458, 0.96121], [3.67259, -0.68665, -0.96770], [4.23496, 0.31726, 0.38424], [4.92672, 0.54137, -1.23265], [3.86735, 1.87159, -3.23901], [2.16234, 2.35265, -3.36097], [2.60091, 0.63780, -3.36934], [4.43647, 3.31770, -1.09731], [3.63962, 3.13725, 0.46534], [2.51705, 4.47618, -2.06013], [2.73497, 5.20752, -0.47621], [0.17477, 5.65237, -2.02437], [-1.27181, 4.75127, -1.53075], [-0.19277, 4.09750, -2.79717], [0.47996, 5.76328, 0.78537], [0.98198, 4.36882, 1.77644], [-0.70518, 4.51653, 1.22924], [-3.98276, -0.26825, -0.25838], [-3.98680, 0.81599, -1.23157], [-5.26847, 1.37713, -1.73305], [-4.81924, 2.43558, -2.75926], [-3.34392, 2.35700, -2.64849], [-2.97028, 1.42497, -1.79243], [-1.28359, 1.04655, -1.44077], [-4.54970, 0.02918, 0.62330], [-2.96361, -0.51058, 0.03026], [-4.45760, -1.14820, -0.69127], [-5.82483, 1.80615, -0.90167], [-5.86822, 0.58386, -2.17566], [-5.16281, 3.43521, -2.50815], [-5.13486, 2.20370, -3.77330], [-2.72106, 2.84613, -3.27032], [2.62485, -3.24256, 1.16124], [1.28241, -3.70337, 0.60668], [0.09868, -3.26187, 1.45673], [0.99171, -3.05467, -1.45145], [2.32282, -4.24351, -2.83534], [1.77955, -4.13752, -4.23965], [3.75842, -3.80943, -2.65030], [-1.08546, -3.59106, -1.81723], [-1.62728, -2.96121, -3.09427], [-1.13156, -5.11761, -1.80645], [2.83037, -3.78184, 2.08858], [2.61206, -2.17443, 1.39755], [3.45951, -3.44635, 0.49054], [1.27802, -4.79119, 0.48047], [0.00658, -2.17128, 1.48447], [0.25659, -3.60159, 2.48389], [-0.84440, -3.69275, 1.12244], [2.11618, -5.21470, -2.37298], [1.90266, -3.14034, -4.66187], [0.73967, -4.44826, -4.32134], [2.35697, -4.82376, -4.86897], [3.94354, -2.81379, -3.05584], [4.39017, -4.50256, -3.21553], [4.09297, -3.86042, -1.61510], [-1.59781, -3.18374, -0.94427], [-1.16286, -3.38007, -3.98670], [-1.49427, -1.87719, -3.11602], [-2.69780, -3.17093, -3.16925], [-0.58504, -5.55202, -2.64577], [-2.17265, -5.43930, -1.90721], [-0.75534, -5.55056, -0.87757], [-3.99197, 1.13929, 8.99997], [-3.29612, 1.14260, 8.08662], [-2.44411, 1.13896, 6.92646], [-1.07223, 0.95843, 7.05875], [-0.26229, 0.95578, 5.93569], [-0.82693, 1.13182, 4.68362], [-2.19760, 1.28640, 4.54004], [-3.00477, 1.29808, 5.66090], [0.03312, 1.16869, 3.51061], [1.41617, 1.10638, 3.51719], [1.82580, 1.22364, 2.23638], [0.70684, 1.35830, 1.42762], [-0.35589, 1.32109, 2.24819], [-0.63769, 0.82115, 8.03944], [0.79977, 0.80304, 6.06537], [-2.66215, 1.39033, 3.56789], [-4.07249, 1.43542, 5.56241], [1.99908, 0.99147, 4.41322], [2.82961, 1.23060, 1.85220], [-1.37853, 1.42811, 1.93532]], "lowdin_charge": [0.14, -0.19, 0.81, -0.20, -0.35, -0.33, 0.85, -0.21, -0.19, 0.03, 0.05, 0.08, 0.08, 0.05, 0.06, 0.12, 0.10, 0.10, 0.12, 0.08, 0.06, 0.05, 0.09, 0.06, 0.07, 0.00, -0.11, -0.04, -0.05, 0.07, -0.62, 0.75, 0.11, 0.06, 0.11, 0.14, 0.15, 0.14, 0.14, 0.15, -0.13, -0.55, -0.14, 1.67, -0.49, -0.12, -0.13, -0.56, -0.14, -0.11, 0.10, 0.06, 0.06, 0.10, 0.06, 0.10, 0.07, 0.11, 0.09, 0.06, 0.11, 0.08, 0.11, 0.06, 0.06, 0.07, 0.05, 0.10, 0.08, 0.11, 0.08, 0.22, -0.14, -0.19, 0.03, 0.01, -0.16, -0.01, 0.01, 0.04, 0.03, -0.09, -0.09, -0.11, 0.14, 0.12, 0.10, 0.14, 0.14, 0.09, 0.13], "charge": 4, "orbital_gap_ev": [4.9, 4.9], "relative_energy_kcal_mol": 11.8, "multiplicity": 4, "e_lumo_ha": [-0.475, -0.473]}

***

# 9
{"formula": "C4H8N4OS", "method": "wB97M-V/def2-TZVPD", "elements": ["C", "C", "C", "C", "N", "N", "N", "N", "O", "S", "H", "H", "H", "H", "H", "H", "H", "H"], "positions_angstrom": [[2.30020, -1.19036, -0.23225], [2.54449, 0.96972, -0.22748], [-2.24934, -0.68839, -0.95312], [-1.58929, 1.04481, 1.13063], [3.48315, -0.87751, 0.19274], [3.67794, 0.44825, 0.12081], [0.32233, 0.16408, -0.86398], [1.56661, -0.03604, -0.47084], [-0.50904, -1.41912, 0.92129], [-0.85201, -0.28585, 0.11500], [1.88686, -2.16755, 0.01251], [2.17945, 2.01001, -0.08477], [-2.12659, -1.62118, -1.40608], [-3.01744, -0.67942, -0.28750], [-2.41798, 0.00063, -1.71318], [-1.01984, 1.32098, 1.95437], [-1.46936, 1.96436, 0.45178], [-2.71015, 1.04259, 1.34007]], "lowdin_charge": [-0.16, -0.15, -0.11, -0.16, -0.02, -0.01, -0.20, -0.20, -0.34, 0.76, 0.12, 0.12, 0.06, 0.02, 0.06, 0.03, 0.09, 0.09], "charge": 0, "orbital_gap_ev": 9.2, "relative_energy_kcal_mol": 60.3, "multiplicity": 1, "e_lumo_ha": 0.007}

***

# 10
{"formula": "C15H6BaClN4O4S2", "method": "wB97M-V/def2-TZVPD", "elements": ["Ba", "O", "C", "O", "C", "C", "Cl", "N", "N", "C", "C", "O", "O", "C", "C", "C", "C", "C", "C", "H", "H", "H", "H", "H", "H", "S", "C", "C", "N", "C", "S", "C", "N"], "positions_angstrom": [[1.65889, -1.15444, 3.49726], [4.29887, -1.28099, -0.78140], [3.51371, -0.70442, -1.67501], [3.72490, -0.79160, -2.86211], [2.36538, 0.08353, -1.15562], [1.31863, 0.53469, -1.93762], [1.05409, 0.41667, -3.61372], [0.47949, 1.23994, -1.14149], [0.93490, 1.29450, 0.11817], [2.05817, 0.60152, 0.12722], [2.70898, 0.37474, 1.43999], [3.48060, -0.62001, 1.58156], [2.30249, 0.99904, 2.44176], [-0.75764, 1.86951, -1.43639], [-1.00115, 3.11359, -0.87209], [-2.21297, 3.73922, -1.12254], [-3.16188, 3.12650, -1.92504], [-2.91106, 1.87436, -2.46430], [-1.70844, 1.22961, -2.21674], [3.97152, -1.13750, 0.14968], [-0.25006, 3.56253, -0.23925], [-2.40377, 4.70831, -0.68077], [-4.10605, 3.62066, -2.11419], [-3.65873, 1.37716, -3.06774], [-1.53236, 0.23533, -2.59994], [-1.32416, -0.96158, 3.29196], [-1.36294, -2.70452, 3.07150], [-2.49669, -3.31421, 3.69652], [-3.42951, -3.75988, 4.20483], [-0.52456, -3.51884, 2.35307], [0.89429, -3.10248, 1.39699], [-0.85073, -4.91098, 2.29680], [-1.07222, -6.03998, 2.23866]], "lowdin_charge": [1.64, 0.12, -0.51, 0.07, -0.05, -0.57, 0.80, -0.07, 0.19, -0.14, -0.73, -0.17, -0.23, -0.20, -0.01, -0.08, -0.10, -0.08, -0.04, 0.05, 0.11, 0.10, 0.10, 0.10, 0.10, 0.32, -0.85, -0.34, 0.14, -0.84, 0.35, -0.34, 0.14], "charge": -1, "orbital_gap_ev": 5.8, "relative_energy_kcal_mol": 9.5, "multiplicity": 1, "e_lumo_ha": 0.051}

***

# 11
{"formula": "C4H8O2", "method": "wB97M-V/def2-TZVPD", "elements": ["C", "C", "O", "C", "O", "C", "H", "H", "H", "H", "H", "H", "H", "H"], "positions_angstrom": [[-2.02062, -0.35935, 0.19694], [-1.63571, 0.86360, -0.35138], [0.31381, 1.04155, -0.41430], [0.97564, 0.04061, -0.04310], [0.46138, -1.10374, 0.20665], [2.47114, 0.18465, 0.09619], [-0.74429, -0.89802, 0.23724], [-2.35096, -0.36957, 1.23282], [-2.50158, -1.07268, -0.46915], [-1.66764, 1.01735, -1.42529], [-1.64428, 1.77703, 0.23330], [2.72531, 1.21081, 0.37272], [2.94072, -0.03442, -0.86856], [2.84934, -0.52417, 0.83446]], "lowdin_charge": [-0.14, -0.03, -0.01, -0.57, 0.03, 0.01, 0.09, 0.07, 0.08, 0.10, 0.10, 0.09, 0.09, 0.08], "charge": 0, "orbital_gap_ev": 9.7, "relative_energy_kcal_mol": 57.5, "multiplicity": 1, "e_lumo_ha": 0.037}

***

# 12
{"formula": "C2H4P2", "method": "wB97M-V/def2-TZVPD", "elements": ["C", "C", "P", "P", "H", "H", "H", "H"], "positions_angstrom": [[0.89263, -0.69789, 0.00936], [-0.96236, 0.46081, -0.26425], [2.15991, 0.26990, 0.23498], [-2.44751, -0.13101, 0.18861], [0.78651, -1.67294, -0.33631], [-0.53703, 1.46947, -0.16548], [3.24009, -0.80685, -0.10270], [-3.13226, 1.10851, 0.43578]], "lowdin_charge": [-0.53, -0.52, 0.69, 0.69, -0.05, -0.04, -0.09, -0.15], "charge": 0, "orbital_gap_ev": 8.8, "relative_energy_kcal_mol": 98.6, "multiplicity": 1, "e_lumo_ha": -0.021}